Computed, not measured: a molecular structure, C28H21FeN4SSb at a distorted geometry, with wB97M-V/def2-TZVPD.

F_max: 1.19 eV/A
net charge: -1
electronic energy: -87095.755 eV
HOMO level (alpha / beta): -4.20 / -5.30 eV
Kohn-Sham gap (alpha / beta): 6.7 / 7.0 eV
spin multiplicity: 6

Last column: Mulliken spin population.
CARTESIAN COORDINATES (ANGSTROEM)
Sb1 -1.96353 0.39338 -0.22740  0.344
Fe1 1.07099 0.82194 2.07974  3.746
S1 -1.22171 0.78980 1.98326  0.042
N1 3.34423 -0.97611 7.89759  0.009
N2 2.04306 0.16096 3.66308  0.001
N3 2.05377 2.48613 1.14900  0.065
N4 3.32739 -0.92669 5.41515  0.020
C1 0.14976 1.26449 -2.29894  0.007
C2 1.03434 2.12749 -2.93795  0.008
C3 3.30290 -0.92351 6.73720  -0.002
C4 -0.99357 -1.83155 -0.26760  0.390
C5 -0.70431 3.09863 -0.98696  -0.011
C6 -0.40998 -2.48029 -1.34246  -0.037
C7 3.08248 -2.79712 -1.97038  -0.007
C8 -4.52931 1.54833 1.08007  0.012
C9 -1.25567 -3.91769 0.88832  0.021
C10 4.13754 -1.62380 0.31130  0.015
C11 -4.09665 2.55527 -1.06398  0.007
C12 2.63777 -0.34226 4.53172  0.048
C13 -5.31517 3.22887 -0.99552  0.001
C14 3.05944 -1.00630 -0.32987  -0.006
C15 4.16436 -3.39251 -1.33188  0.013
C16 4.68498 -2.79952 -0.18635  -0.007
C17 1.04949 3.47490 -2.60032  0.002
C18 -3.68930 1.72377 -0.02008  0.171
C19 -6.14115 3.05904 0.11072  0.015
C20 2.53316 -1.62291 -1.47079  0.006
C21 0.17505 3.96190 -1.63044  0.003
C22 -1.43888 -2.53646 0.84185  0.033
C23 -0.71959 1.74024 -1.31674  0.002
C24 -0.65704 -4.58115 -0.18202  -0.005
C25 2.40838 1.42235 0.46258  0.031
C26 2.48559 0.22425 0.18160  -0.020
C27 -0.23329 -3.86165 -1.29400  0.022
C28 -5.74611 2.22012 1.14997  0.004
H1 -1.58511 -4.47597 1.75808  0.001
H2 1.71821 1.74646 -3.68820  -0.001
H3 1.74918 4.14495 -3.08393  0.000
H4 -0.06310 -1.92862 -2.21321  0.022
H5 -3.45614 2.69638 -1.93004  0.001
H6 0.23570 -4.37456 -2.12775  0.001
H7 4.59664 -4.30716 -1.71972  0.001
H8 4.54436 -1.16283 1.20479  0.001
H9 -6.38834 2.09060 2.01634  0.000
H10 -1.36939 3.47755 -0.21727  0.005
H11 -4.22143 0.90270 1.89835  0.009
H12 5.52566 -3.25567 0.32468  0.000
H13 0.19118 5.01303 -1.36413  -0.001
H14 2.65663 -3.25548 -2.85794  0.000
H15 -1.89976 -2.01898 1.67960  0.017
H16 -0.52203 -5.65589 -0.14925  0.001
H17 0.14636 0.21078 -2.56313  -0.014
H18 1.54045 3.17198 0.61315  0.007
H19 -5.61932 3.88486 -1.80682  -0.001
H20 -7.09329 3.57226 0.15925  0.002
H21 1.68412 -1.15874 -1.96232  0.003

Cartesian forces (eV/Å) of the 2 atoms listed first:
0.3991 -0.3778 0.0793
0.3364 0.0533 -0.3565

---

Computed, not measured: a molecular structure, C28H21N10O3SSeZr, with wB97M-V/def2-TZVPD.

F_max: 0.25 eV/A
net charge: +3
electronic energy: -127863.850 eV
HOMO level: -17.14 eV
Kohn-Sham gap: 7.5 eV
spin multiplicity: 1

Last column: natural (NBO) charge in e.
CARTESIAN COORDINATES (ANGSTROEM)
Zr1 0.24824 -0.09391 -0.26330  2.403
Se1 -1.30769 -3.32354 1.81412  1.235
S1 0.14274 -0.15420 3.46679  2.330
O1 1.08263 0.72349 4.07859  -0.878
O2 -1.71234 0.64646 0.40990  -0.708
O3 0.39774 -1.56798 3.42470  -0.928
N1 0.56915 2.25917 -0.23724  -0.566
N2 -0.79443 -2.07863 0.63588  -0.788
N3 -2.53199 -3.96094 0.74251  -0.550
N4 -1.37637 -1.36675 -1.46362  -0.569
N5 4.38656 -0.88121 0.89414  -0.449
N6 2.38896 -0.04026 0.56235  -0.596
N7 3.27823 -3.21424 -1.03504  -0.459
N8 1.47867 -1.95552 -1.05567  -0.583
N9 0.64190 0.72761 -2.40534  -0.608
N10 -0.11058 0.34068 1.88934  -0.989
C1 -1.40650 0.54488 1.64315  0.671
C2 0.77948 4.28660 -1.49393  -0.193
C3 -3.62425 0.81777 2.92921  -0.144
C4 -1.52536 0.17791 3.94357  -0.313
C5 2.34414 -3.88019 -1.79411  -0.020
C6 -3.20411 -2.51660 -2.54307  -0.264
C7 -2.53800 -3.25959 -0.38363  0.108
C8 -2.19696 -1.51388 -2.48210  0.164
C9 1.23375 -3.10029 -1.79219  -0.082
C10 2.72238 -2.07299 -0.61069  0.352
C11 -2.27293 0.53411 2.82084  -0.123
C12 0.72146 4.37923 0.88116  -0.206
C13 0.69199 -0.09311 -3.47241  0.064
C14 0.62045 2.58069 -3.90989  -0.218
C15 -4.19804 0.74303 4.19415  -0.172
C16 0.66219 1.72550 -4.99788  -0.082
C17 3.07095 0.77582 1.44392  -0.041
C18 0.71528 0.35781 -4.77369  -0.220
C19 -3.39044 -3.39769 -1.51613  -0.079
C20 0.63551 2.06059 -2.62589  0.280
C21 0.60179 3.00369 0.88257  0.072
C22 4.31358 0.27017 1.64581  -0.019
C23 -2.07868 0.09510 5.20026  -0.167
C24 0.81199 5.03880 -0.33036  -0.089
C25 0.65541 2.91037 -1.41726  0.159
C26 -3.43916 0.38998 5.30550  -0.127
C27 3.22003 -1.03273 0.26227  0.339
C28 -1.56559 -2.22853 -0.42452  0.286
H1 0.71947 -1.15071 -3.26495  0.221
H2 0.58195 3.64619 -4.07247  0.251
H3 0.85975 4.78052 -2.44933  0.247
H4 0.74482 4.91178 1.82131  0.263
H5 0.65894 2.12386 -6.00385  0.265
H6 0.76855 -0.34943 -5.58906  0.262
H7 -4.15471 -4.16352 -1.54494  0.275
H8 5.13052 0.61202 2.25718  0.273
H9 -4.20641 1.10221 2.06295  0.248
H10 -2.08026 -0.82124 -3.30793  0.230
H11 2.54855 -4.83093 -2.25546  0.272
H12 0.29090 -3.29278 -2.27429  0.241
H13 0.53056 2.47391 1.81925  0.236
H14 2.63388 1.65005 1.88886  0.255
H15 5.19285 -1.48693 0.84542  0.456
H16 0.91008 6.11509 -0.37563  0.263
H17 -1.49515 -0.17873 6.06875  0.264
H18 -3.82680 -2.55950 -3.42543  0.271
H19 -3.91070 0.34361 6.27810  0.257
H20 -5.24832 0.96837 4.31743  0.255
H21 4.20974 -3.55058 -0.83863  0.457

Cartesian forces (eV/Å) of the 2 atoms listed first:
-0.1538 0.0700 0.1802
0.0639 0.0181 0.1208

---

Computed, not measured: a molecular structure, C28H21N2O3ReSe, with wB97M-V/def2-TZVPD.

F_max: 0.31 eV/A
net charge: -1
electronic energy: -105977.943 eV
HOMO level (alpha / beta): -4.14 / -4.10 eV
Kohn-Sham gap (alpha / beta): 6.5 / 6.6 eV
spin multiplicity: 2

Last column: Mulliken spin population.
CARTESIAN COORDINATES (ANGSTROEM)
Re1 -1.77748 0.66040 -0.47698  1.091
Se1 -2.82915 2.64110 -0.72886  -0.135
O1 0.02483 -1.07901 -4.19491  0.000
O2 -3.23620 -0.46804 0.32841  0.039
O3 -0.80695 -0.67551 -1.80036  -0.007
N1 -0.65584 -0.82369 0.62838  -0.010
N2 0.42025 -1.42421 -0.02334  0.027
C1 2.73598 1.40354 -3.21632  0.000
C2 1.19930 -1.89749 -2.24714  -0.007
C3 -0.08217 1.33411 4.77648  0.002
C4 -2.38146 -1.32958 3.78031  -0.004
C5 -0.65808 2.12935 2.57557  0.010
C6 0.21474 2.47971 -2.80542  -0.011
C7 1.04995 -1.73774 -3.63548  0.000
C8 0.83155 1.79055 -1.75891  0.013
C9 0.92305 1.82557 0.64091  0.038
C10 -0.97201 1.96444 3.91564  -0.005
C11 3.26396 -3.10951 -2.61396  0.000
C12 1.44889 1.05021 2.94270  0.002
C13 2.10004 1.25037 -1.99213  0.009
C14 0.23068 -1.30522 -1.29918  -0.032
C15 3.10460 -2.94969 -3.98887  -0.001
C16 0.55462 1.66273 2.06426  0.010
C17 -0.93122 -1.28322 1.78958  -0.013
C18 -3.32091 -0.72200 1.61691  0.007
C19 2.11749 2.10716 -4.23803  0.002
C20 -4.73314 -0.97477 3.57081  -0.004
C21 -2.20312 -1.04283 2.42252  0.016
C22 -3.62408 -1.27720 4.36838  0.007
C23 0.85571 2.64684 -4.02305  -0.001
C24 -4.59077 -0.72218 2.22505  -0.006
C25 0.16347 1.58553 -0.43717  -0.031
C26 1.13240 0.87793 4.28413  -0.001
C27 2.01285 -2.27457 -4.49330  0.001
C28 2.31255 -2.58439 -1.76120  -0.001
H1 -0.33592 1.19751 5.82067  0.000
H2 2.39520 0.68650 2.55746  0.000
H3 2.56874 0.67029 -1.20655  0.000
H4 -0.22533 -1.97743 2.24196  -0.002
H5 -0.52729 -0.72797 -3.45629  0.000
H6 -1.50575 -1.58504 4.36634  0.000
H7 1.83706 0.38648 4.94484  0.000
H8 -5.72108 -0.94022 4.01498  0.000
H9 4.12174 -3.63653 -2.21739  0.000
H10 3.70759 0.95064 -3.37526  0.000
H11 -5.44275 -0.48940 1.59997  0.000
H12 2.60370 2.21828 -5.19926  0.000
H13 0.35753 3.18946 -4.81735  0.000
H14 1.94751 2.16514 0.48404  -0.004
H15 2.40937 -2.68483 -0.68849  0.000
H16 -1.92495 2.31953 4.28865  0.000
H17 -1.35668 2.60817 1.90214  0.005
H18 -3.74479 -1.47962 5.42425  0.001
H19 -0.77916 2.88183 -2.65228  -0.007
H20 1.87751 -2.12855 -5.55688  0.000
H21 3.84344 -3.35292 -4.67100  0.000

Cartesian forces (eV/Å) of the 2 atoms listed first:
-0.1427 0.2251 0.1609
0.0271 0.0502 -0.1079

---

Repeat the first record exactly.
Computed, not measured: a molecular structure, C28H21FeN4SSb at a distorted geometry, with wB97M-V/def2-TZVPD.

F_max: 1.19 eV/A
net charge: -1
electronic energy: -87095.755 eV
HOMO level (alpha / beta): -4.20 / -5.30 eV
Kohn-Sham gap (alpha / beta): 6.7 / 7.0 eV
spin multiplicity: 6

Last column: Mulliken spin population.
CARTESIAN COORDINATES (ANGSTROEM)
Sb1 -1.96353 0.39338 -0.22740  0.344
Fe1 1.07099 0.82194 2.07974  3.746
S1 -1.22171 0.78980 1.98326  0.042
N1 3.34423 -0.97611 7.89759  0.009
N2 2.04306 0.16096 3.66308  0.001
N3 2.05377 2.48613 1.14900  0.065
N4 3.32739 -0.92669 5.41515  0.020
C1 0.14976 1.26449 -2.29894  0.007
C2 1.03434 2.12749 -2.93795  0.008
C3 3.30290 -0.92351 6.73720  -0.002
C4 -0.99357 -1.83155 -0.26760  0.390
C5 -0.70431 3.09863 -0.98696  -0.011
C6 -0.40998 -2.48029 -1.34246  -0.037
C7 3.08248 -2.79712 -1.97038  -0.007
C8 -4.52931 1.54833 1.08007  0.012
C9 -1.25567 -3.91769 0.88832  0.021
C10 4.13754 -1.62380 0.31130  0.015
C11 -4.09665 2.55527 -1.06398  0.007
C12 2.63777 -0.34226 4.53172  0.048
C13 -5.31517 3.22887 -0.99552  0.001
C14 3.05944 -1.00630 -0.32987  -0.006
C15 4.16436 -3.39251 -1.33188  0.013
C16 4.68498 -2.79952 -0.18635  -0.007
C17 1.04949 3.47490 -2.60032  0.002
C18 -3.68930 1.72377 -0.02008  0.171
C19 -6.14115 3.05904 0.11072  0.015
C20 2.53316 -1.62291 -1.47079  0.006
C21 0.17505 3.96190 -1.63044  0.003
C22 -1.43888 -2.53646 0.84185  0.033
C23 -0.71959 1.74024 -1.31674  0.002
C24 -0.65704 -4.58115 -0.18202  -0.005
C25 2.40838 1.42235 0.46258  0.031
C26 2.48559 0.22425 0.18160  -0.020
C27 -0.23329 -3.86165 -1.29400  0.022
C28 -5.74611 2.22012 1.14997  0.004
H1 -1.58511 -4.47597 1.75808  0.001
H2 1.71821 1.74646 -3.68820  -0.001
H3 1.74918 4.14495 -3.08393  0.000
H4 -0.06310 -1.92862 -2.21321  0.022
H5 -3.45614 2.69638 -1.93004  0.001
H6 0.23570 -4.37456 -2.12775  0.001
H7 4.59664 -4.30716 -1.71972  0.001
H8 4.54436 -1.16283 1.20479  0.001
H9 -6.38834 2.09060 2.01634  0.000
H10 -1.36939 3.47755 -0.21727  0.005
H11 -4.22143 0.90270 1.89835  0.009
H12 5.52566 -3.25567 0.32468  0.000
H13 0.19118 5.01303 -1.36413  -0.001
H14 2.65663 -3.25548 -2.85794  0.000
H15 -1.89976 -2.01898 1.67960  0.017
H16 -0.52203 -5.65589 -0.14925  0.001
H17 0.14636 0.21078 -2.56313  -0.014
H18 1.54045 3.17198 0.61315  0.007
H19 -5.61932 3.88486 -1.80682  -0.001
H20 -7.09329 3.57226 0.15925  0.002
H21 1.68412 -1.15874 -1.96232  0.003

Cartesian forces (eV/Å) of the 2 atoms listed first:
0.3991 -0.3778 0.0793
0.3364 0.0533 -0.3565

---

Q: What is the electronic energy in the second record?
A: -127863.850 eV

---

Q: What is the formula in the second record?
A: C28H21N10O3SSeZr